(1)
22
Properties=species:S:1:pos:R:3 method="wB97M-V/def2-TZVPD" e_tot_ha=-767.7413 charge=-1 relative_energy_kcal_mol=3.0 fmax_ev_per_a=2.92 lumo_energy_ha=0.05004
O 2.4541 0.5832 1.1379
H -0.1507 -3.2201 -1.0708
O -1.8622 -4.2838 0.3476
H 0.2403 4.0128 0.2256
H 2.3006 1.7779 -2.5317
H -2.9183 -0.0246 1.6286
C -2.2345 -0.6918 1.1193
H 1.0885 1.4375 -3.3900
Li 1.0939 1.4538 -0.5669
O -3.2300 -2.4540 2.1624
C -2.4429 -2.0571 1.2690
H 1.7371 3.7547 0.0612
H 3.2742 0.0871 1.0434
C -0.2922 -1.1620 -0.4185
H 2.5069 0.9864 2.0115
C -1.2132 -0.1365 0.3342
O 1.3358 1.8160 -2.5410
O 0.8781 3.3145 0.0545
C -0.6408 -2.5333 -0.3955
C -1.6342 -3.0397 0.4338
O 0.6351 -0.7041 -1.1332
O -0.9255 1.0829 0.2186



(2)
15
Properties=species:S:1:pos:R:3 method="wB97M-V/def2-TZVPD" e_tot_ha=-287.6759 charge=+1 relative_energy_kcal_mol=175.9 fmax_ev_per_a=8.59 smiles="C[C@H]1C#CC=[N+]1C" lumo_energy_ha="-0.23294 / -0.23264"
C -0.5565 -1.7533 -0.4126
H -0.6771 2.2560 0.9363
H -0.0914 -2.2278 -1.3364
C 1.4164 1.1246 -0.3017
H -1.4070 -1.1011 -0.7070
H 0.1571 -0.7336 1.4526
C -0.9548 1.4076 0.1677
H -1.7451 0.7770 0.5291
C 1.7646 -1.0901 0.2165
H -1.1801 1.9355 -0.7033
H 1.3701 2.1930 -0.6620
N 0.1473 0.6000 0.1350
C 2.2181 0.0231 -0.1187
C 0.3527 -0.8762 0.4221
H -0.8141 -2.5348 0.3823



(3)
15
Properties=species:S:1:pos:R:3 method="wB97M-V/def2-TZVPD" e_tot_ha=-287.7537 charge=+1 relative_energy_kcal_mol=127.1 fmax_ev_per_a=5.64 lumo_energy_ha=-0.21694
H 1.0204 2.6976 0.7466
H -1.3587 -0.4607 -2.1916
H -0.5981 1.9391 -0.7666
C -0.4162 -0.6565 0.5612
C 0.8280 1.6220 0.7452
C 0.4302 -0.4787 1.6995
C 1.1923 0.6297 1.6763
H -0.0340 -1.5241 -2.0548
H 0.0551 0.3393 -1.0914
C -1.0454 -1.3382 -1.6072
H 1.8183 0.7316 2.5223
N -1.0059 -1.2317 -0.2714
H 0.6356 -1.1984 2.3650
C 0.0858 1.1612 -0.3458
H -1.6073 -2.2321 -1.9874



(4)
15
Properties=species:S:1:pos:R:3 method="wB97M-V/def2-TZVPD" e_tot_ha=-287.7665 charge=+1 relative_energy_kcal_mol=119.0 fmax_ev_per_a=3.18 smiles="C[C@H]1C=C[C@@H]2C=[N+]21" lumo_energy_ha=-0.20103
H -0.6218 -0.7360 2.0371
C -0.3588 -0.0005 1.2455
H -0.3508 2.6559 -1.5595
H -1.1459 -2.4999 -0.4403
H 0.7423 -2.0378 -0.0882
C 1.0060 1.3147 -0.0079
H 2.0491 1.0076 -0.2606
H -0.0562 -1.8880 -1.5435
H -1.8333 -0.2869 -0.4468
H 0.9570 1.3904 2.2678
C 0.6045 0.8891 1.3604
C 0.1028 1.8110 -1.0036
C -0.2521 -1.7697 -0.4906
N -0.0767 0.5739 -0.8905
C -0.7659 -0.4239 -0.1793



(5)
15
Properties=species:S:1:pos:R:3 method="wB97M-V/def2-TZVPD" e_tot_ha=-287.6900 charge=+1 relative_energy_kcal_mol=167.1 fmax_ev_per_a=4.45 lumo_energy_ha=-0.14665
H 0.1913 1.7435 2.1843
H -0.0014 0.8644 -2.1303
H -2.3522 0.6084 0.9508
C 0.2357 1.1408 1.3597
C -1.1999 -1.2137 0.7637
C -0.4068 -0.2398 -0.1233
C 1.6365 0.2577 -0.8016
C 0.3051 0.0103 -1.5326
H 0.2550 -0.8944 -2.1834
N -1.3425 0.2276 0.9599
H -2.0566 -1.4289 0.1409
H 2.1898 -0.7002 -0.6135
C 0.8365 0.4056 0.4984
H -0.6301 -1.7733 1.4383
H 2.3396 0.9920 -0.9112



(6)
15
Properties=species:S:1:pos:R:3 method="wB97M-V/def2-TZVPD" e_tot_ha=-287.7343 charge=+1 relative_energy_kcal_mol=139.3 fmax_ev_per_a=6.63 lumo_energy_ha="-0.20613 / -0.20620"
C 0.6879 -1.1783 0.9395
C -0.7621 1.5167 -0.9282
H 0.0212 2.3199 -0.9611
H 1.0394 0.8946 2.1968
C -0.5560 -0.1111 0.9887
H 0.8223 -1.9247 1.6847
C 0.2226 -0.6395 -1.0835
H -1.6230 1.8134 -0.2265
H -1.5236 -0.1253 1.4900
C 0.8052 -1.6410 -0.3878
H 1.0955 -2.5753 -0.6607
N -0.2997 0.2853 -0.3438
H -1.1706 1.3126 -1.9326
C 0.7088 0.2761 1.3804
H 0.5320 -0.2234 -2.1560